{
  "formula": "C53H69AsMgN3O9P2S3Si",
  "method": "wB97M-V/def2-TZVPD",
  "mol_weight_g_mol": 1177.61,
  "homo_ev": -5.4,
  "max_force_ev_per_a": 0.732,
  "charge": -1,
  "relative_energy_kcal_mol": 2.7,
  "total_energy_ev": -204237.1518,
  "orbital_gap_ev": 7.6,
  "elements": ["Mg", "C", "C", "C", "C", "O", "Si", "S", "O", "C", "C", "C", "C", "O", "C", "C", "C", "C", "H", "H", "H", "H", "H", "H", "H", "H", "H", "H", "H", "H", "H", "H", "H", "H", "H", "H", "H", "H", "H", "H", "H", "H", "H", "H", "H", "C", "N", "C", "P", "C", "C", "C", "C", "C", "C", "C", "C", "C", "C", "C", "C", "C", "C", "C", "C", "C", "C", "P", "C", "C", "C", "C", "C", "C", "C", "C", "C", "C", "C", "C", "H", "H", "H", "H", "H", "H", "H", "H", "H", "H", "H", "H", "H", "H", "H", "H", "H", "H", "H", "H", "H", "H", "H", "H", "H", "H", "H", "H", "H", "O", "As", "O", "O", "C", "C", "C", "C", "C", "C", "S", "O", "O", "O", "H", "H", "H", "H", "H", "C", "N", "C", "S", "N", "C", "H", "H", "H", "H", "H", "H", "H", "H"],
  "xyz": [[1.770, -0.491, 0.381], [0.767, -2.917, 3.869], [-0.200, -1.902, 3.274], [-1.021, -2.536, 2.164], [-1.124, -1.354, 4.355], [0.529, -0.810, 2.642], [1.452, 0.382, 3.359], [2.247, 1.441, 1.768], [2.528, -0.433, 4.279], [3.549, -0.019, 5.185], [2.977, -0.143, 6.594], [4.710, -0.983, 4.976], [3.996, 1.415, 4.921], [0.590, 1.266, 4.450], [-0.313, 2.372, 4.319], [-1.112, 2.397, 5.615], [0.503, 3.653, 4.174], [-1.240, 2.191, 3.126], [0.192, -3.766, 4.250], [1.338, -2.482, 4.687], [1.458, -3.284, 3.113], [-1.686, -3.302, 2.571], [-0.381, -3.000, 1.416], [-1.625, -1.772, 1.672], [-1.714, -2.175, 4.769], [-1.809, -0.614, 3.937], [-0.563, -0.887, 5.165], [2.666, -1.172, 6.782], [2.106, 0.506, 6.695], [3.721, 0.140, 7.343], [4.395, -2.004, 5.199], [5.552, -0.723, 5.622], [5.037, -0.948, 3.937], [3.159, 2.107, 5.034], [4.391, 1.519, 3.911], [4.774, 1.695, 5.636], [-0.437, 2.471, 6.470], [-1.696, 1.480, 5.712], [-1.796, 3.249, 5.631], [1.133, 3.804, 5.054], [-0.160, 4.516, 4.069], [1.142, 3.590, 3.292], [-1.839, 1.284, 3.231], [-0.679, 2.123, 2.195], [-1.926, 3.038, 3.044], [-1.367, -0.821, -3.687], [-2.664, -0.354, -3.230], [-2.741, 0.596, -2.146], [-2.465, -0.131, -0.422], [-3.245, -1.777, -0.632], [-4.606, -2.059, -0.544], [-5.076, -3.343, -0.775], [-4.193, -4.362, -1.105], [-2.833, -4.098, -1.178], [-2.364, -2.816, -0.927], [-3.690, 0.774, 0.598], [-4.137, 2.060, 0.304], [-4.965, 2.744, 1.186], [-5.354, 2.159, 2.380], [-4.901, 0.883, 2.694], [-4.073, 0.204, 1.816], [-3.801, -0.929, -3.768], [-5.094, -0.602, -3.320], [-6.214, -1.175, -3.894], [-6.108, -2.099, -4.924], [-4.839, -2.438, -5.366], [-3.704, -1.871, -4.807], [0.128, -0.187, -2.769], [0.374, 1.460, -3.528], [-0.519, 2.057, -4.412], [-0.285, 3.342, -4.890], [0.853, 4.033, -4.503], [1.752, 3.441, -3.623], [1.507, 2.173, -3.123], [1.295, -1.236, -3.731], [1.214, -2.619, -3.561], [2.035, -3.473, -4.279], [2.979, -2.955, -5.155], [3.102, -1.582, -5.294], [2.262, -0.728, -4.591], [-1.230, -0.621, -4.758], [-1.306, -1.909, -3.576], [-3.701, 1.107, -2.178], [-1.988, 1.372, -2.286], [-5.308, -1.268, -0.306], [-6.139, -3.545, -0.711], [-4.564, -5.362, -1.295], [-2.133, -4.890, -1.412], [-1.294, -2.624, -0.937], [-3.808, 2.558, -0.598], [-5.295, 3.746, 0.940], [-5.994, 2.696, 3.069], [-5.185, 0.419, 3.631], [-3.718, -0.787, 2.079], [-5.240, 0.079, -2.494], [-7.190, -0.899, -3.511], [-6.989, -2.549, -5.362], [-4.716, -3.162, -6.162], [-2.739, -2.170, -5.188], [-1.417, 1.537, -4.725], [-0.993, 3.796, -5.573], [1.043, 5.028, -4.889], [2.648, 3.969, -3.318], [2.198, 1.715, -2.423], [0.515, -3.037, -2.845], [1.954, -4.543, -4.132], [3.636, -3.620, -5.703], [3.864, -1.163, -5.938], [2.379, 0.340, -4.714], [5.237, -0.198, 0.119], [4.395, -0.503, -1.398], [5.258, 0.134, -2.622], [2.810, 0.005, -1.176], [4.389, -2.446, -1.614], [5.313, -2.877, -2.558], [5.446, -4.225, -2.870], [4.637, -5.160, -2.253], [3.701, -4.748, -1.314], [3.579, -3.404, -0.995], [2.387, -3.013, 0.268], [2.076, -4.239, 0.946], [3.018, -1.959, 1.088], [1.218, -2.355, -0.373], [4.600, -0.007, 0.823], [5.919, -2.126, -3.050], [6.179, -4.537, -3.604], [4.733, -6.212, -2.490], [3.075, -5.466, -0.801], [1.893, 5.479, 0.808], [1.319, 4.279, 0.233], [0.129, 4.187, -0.384], [-0.676, 2.726, -0.434], [-0.394, 5.322, -0.937], [0.433, 6.326, -1.596], [2.521, 5.174, 1.644], [1.112, 6.140, 1.189], [2.514, 6.032, 0.101], [1.615, 3.395, 0.642], [-1.257, 5.104, -1.409], [0.728, 7.130, -0.921], [-0.148, 6.764, -2.405], [1.330, 5.877, -2.027]]
}